[1]
ORCA calculation (wB97M-V/def2-TZVPD) on C21H19N3O3 in the gas phase.

Properties
energy relative to the best compared isomer or geometry (same formula, charge and spin): 46.9 kcal per mole
SMILES: CCCCNC(=O)c1ccc2nc(-c3ccco3)c(-c3ccco3)nc2c1

XYZ file:
```
46
C21H19N3O3 (wB97M-V/def2-TZVPD)
C 1.850 5.155 3.089
C 2.541 3.817 2.858
C 3.605 3.912 1.767
C 4.314 2.577 1.536
N 3.405 1.561 1.060
C 3.081 0.468 1.787
O 3.603 0.200 2.852
C 2.046 -0.415 1.164
C 2.131 -1.798 1.441
C 1.231 -2.682 0.921
C 0.185 -2.211 0.103
N -0.645 -3.073 -0.509
C -1.631 -2.596 -1.236
C -2.373 -3.570 -2.005
C -2.476 -4.927 -1.806
C -3.272 -5.419 -2.858
C -3.584 -4.336 -3.627
O -3.048 -3.220 -3.123
C -1.892 -1.181 -1.274
C -3.106 -0.602 -1.805
C -3.334 0.686 -2.230
C -4.691 0.741 -2.605
C -5.193 -0.505 -2.369
O -4.248 -1.318 -1.888
N -1.022 -0.331 -0.774
C 0.051 -0.812 -0.121
C 1.011 0.073 0.402
H 1.362 5.497 2.179
H 2.571 5.910 3.394
H 1.097 5.065 3.868
H 1.798 3.067 2.578
H 3.010 3.481 3.785
H 4.352 4.656 2.050
H 3.143 4.243 0.833
H 5.125 2.705 0.811
H 4.730 2.201 2.474
H 2.939 1.730 0.183
H 2.938 -2.128 2.077
H 1.298 -3.742 1.109
H -2.037 -5.476 -1.000
H -3.570 -6.433 -3.025
H -4.156 -4.239 -4.529
H -2.608 1.471 -2.269
H -5.222 1.587 -2.992
H -6.176 -0.916 -2.495
H 0.868 1.128 0.220
```

[2]
ORCA calculation (wB97M-V/def2-TZVPD) on C2H4O2S in the gas phase.

Properties
energy relative to the best compared isomer or geometry (same formula, charge and spin): 56.9 kcal per mole
SMILES: O[C@@]1(S)CO1

XYZ file:
```
9
C2H4O2S (wB97M-V/def2-TZVPD)
O -0.265 -0.664 1.457
C 0.181 -0.219 0.282
S 1.312 -1.352 -0.517
C -0.737 0.710 -0.486
O 0.442 1.085 0.202
H 0.403 -0.368 2.224
H 1.100 -0.544 -1.532
H -0.726 0.624 -1.596
H -1.711 0.728 -0.034
```

[3]
ORCA calculation (wB97M-V/def2-TZVPD) on 14 unconnected molecules or ions with the total composition C26H80O27.

Properties
energy relative to the best compared isomer or geometry (same formula, charge and spin): 20.8 kcal per mole

XYZ file:
```
133
C26H80O27 (wB97M-V/def2-TZVPD)
C 1.806 -3.884 -3.683
C 2.276 -4.069 -2.266
O 3.363 -3.233 -1.922
O 1.081 -2.656 -3.880
H 1.144 -4.757 -3.806
H 2.560 -4.033 -4.390
H 2.680 -5.102 -2.123
H 1.407 -3.988 -1.604
H 3.123 -2.348 -2.265
H 0.193 -2.784 -3.440
C 3.274 5.664 2.167
C 2.823 4.342 2.762
O 2.019 3.702 1.737
O 4.185 5.491 1.057
H 3.868 6.233 2.821
H 2.367 6.244 1.861
H 2.218 4.451 3.690
H 3.603 3.690 3.076
H 1.079 4.025 1.694
H 3.717 4.916 0.485
C 0.976 0.625 -4.710
C 0.955 2.086 -4.247
O 0.680 2.145 -2.850
O 2.207 -0.023 -4.248
H 0.879 0.582 -5.825
H 0.109 0.077 -4.278
H 0.229 2.606 -4.788
H 2.000 2.428 -4.492
H 1.516 2.400 -2.495
H 2.185 -0.977 -4.423
C -4.249 -1.405 -0.737
C -4.933 -2.758 -0.692
O -4.667 -3.363 0.525
O -2.795 -1.436 -0.702
H -4.509 -0.796 0.091
H -4.500 -0.832 -1.701
H -4.746 -3.479 -1.484
H -6.014 -2.683 -0.792
H -4.091 -4.117 0.422
H -2.429 -1.717 0.146
C 4.572 0.466 -1.657
C 4.066 1.815 -1.089
O 3.383 2.536 -2.161
O 3.574 -0.431 -1.995
H 5.212 -0.011 -0.911
H 5.152 0.767 -2.573
H 4.804 2.454 -0.611
H 3.202 1.672 -0.392
H 4.104 2.733 -2.791
H 3.200 -0.182 -2.861
C 3.011 0.842 3.566
C 3.184 -0.496 4.167
O 4.559 -0.806 4.185
O 1.637 1.183 3.390
H 3.514 0.827 2.568
H 3.550 1.598 4.181
H 2.622 -1.303 3.698
H 2.860 -0.505 5.207
H 4.666 -1.729 3.902
H 1.580 2.072 3.044
C 4.020 -4.486 2.195
C 2.925 -3.488 1.840
O 3.586 -2.414 1.157
O 4.896 -4.023 3.159
H 4.329 -4.937 1.223
H 3.473 -5.324 2.670
H 2.607 -3.021 2.790
H 2.072 -3.864 1.326
H 3.769 -2.726 0.214
H 5.520 -3.430 2.712
C -1.987 -4.465 -2.455
C -2.039 -5.467 -1.265
O -2.415 -4.846 -0.073
O -1.261 -3.244 -2.119
H -2.968 -4.146 -2.932
H -1.496 -4.966 -3.334
H -1.022 -5.844 -1.125
H -2.784 -6.297 -1.449
H -1.916 -4.009 0.060
H -1.815 -2.516 -1.696
C -2.895 5.337 0.636
C -1.427 5.217 0.284
O -0.830 4.079 0.835
O -3.101 5.775 1.956
H -3.333 4.275 0.451
H -3.312 6.012 -0.116
H -0.925 6.112 0.644
H -1.357 5.165 -0.759
H -1.331 3.299 0.525
H -3.691 5.089 2.289
C -2.623 2.164 -3.973
C -4.012 2.874 -4.158
O -3.791 4.090 -4.795
O -2.884 0.741 -3.815
H -2.101 2.452 -3.032
H -2.039 2.426 -4.850
H -4.357 3.137 -3.156
H -4.642 2.084 -4.635
H -3.525 3.866 -5.671
H -1.994 0.421 -3.541
C -2.496 0.796 4.621
C -3.668 1.286 3.827
O -3.436 2.692 3.415
O -2.097 1.620 5.714
H -1.631 0.730 3.984
H -2.738 -0.262 4.855
H -4.561 1.156 4.430
H -3.808 0.643 3.021
H -2.782 3.158 3.961
H -2.659 1.417 6.477
C -1.039 -2.528 2.645
C -2.534 -2.630 2.859
O -3.156 -1.605 2.162
O -0.780 -2.596 1.259
H -0.515 -3.383 3.133
H -0.685 -1.495 2.995
H -2.713 -2.554 3.984
H -2.936 -3.579 2.538
H -4.100 -1.826 1.989
H -0.306 -1.708 1.152
C 0.395 -0.430 -1.384
C 0.816 0.320 -0.156
O 0.021 0.156 1.032
O -0.830 -0.054 -1.952
H 0.460 -1.516 -1.311
H 1.143 -0.138 -2.107
H 0.679 1.336 -0.443
H 1.861 -0.066 0.042
H 0.530 0.423 1.807
H -1.635 -0.488 -1.531
O -2.948 1.882 0.848
H -2.908 2.215 1.745
H -2.311 1.152 0.811
```

| no. | maximum force (eV/Å) | HOMO (Eh) |
| --- | --- | --- |
| 1 | 1.4 | -0.29349 |
| 2 | 4.6 | -0.34003 |
| 3 | 4.0 | -0.35682 |